No. 1
The following is a quantum chemistry calculation of a molecular structure, C50H54INOPRuSb, from the OMol25 dataset.

Values from the calculation:
Net charge ... +1
Multiplicity ... 6
Lowest unoccupied orbital energy (alpha / beta) ... -3.294 / -4.550 eV
E ... -3041.57536 Eh

The geometry in XYZ format:
```
110
Properties=species:S:1:pos:R:3:forces:R:3
Ru -0.89393 0.18853 0.56575 0.368 1.016 0.253
C 1.83781 1.06434 3.85059 -0.406 -0.175 -0.172
C 2.26456 -0.21499 4.16035 0.110 0.020 0.083
C 1.63819 -1.30683 3.59352 -0.311 -0.208 -0.186
C 0.60273 -1.14507 2.66635 0.437 0.696 0.310
C 0.23444 0.16174 2.27692 -0.027 -0.111 -0.215
C 0.80528 1.23958 2.93473 0.295 0.128 0.017
C -0.12550 -2.25339 2.08817 -0.976 0.232 -0.836
C -0.01259 -3.57300 2.55395 -0.287 -0.527 0.026
C -0.75894 -4.57767 2.00394 0.055 0.690 -0.040
C -1.68055 -4.26352 0.97877 0.151 0.492 0.034
C -2.52090 -5.21886 0.38839 -0.347 -0.040 -0.327
C -3.44714 -4.85540 -0.56346 0.266 -0.504 0.356
C -3.55413 -3.52224 -0.95676 0.328 0.565 0.078
C -2.71727 -2.57332 -0.41579 -0.307 0.070 -0.256
C -1.76985 -2.90718 0.55991 -0.323 -0.578 -0.206
N -0.98474 -1.92903 1.08865 0.640 0.287 0.942
H 2.28676 1.92343 4.32390 0.048 0.085 0.052
H 3.06546 -0.36626 4.86890 0.071 -0.012 0.022
H 1.96316 -2.30140 3.85855 0.068 -0.083 0.099
H 0.46088 2.24599 2.74215 0.010 0.022 -0.128
H 0.66430 -3.78424 3.36383 0.078 -0.020 0.050
H -0.66585 -5.59651 2.34533 0.018 -0.129 0.084
H -2.43437 -6.24745 0.70865 -0.025 -0.082 0.010
H -4.09779 -5.59629 -1.00175 -0.034 -0.087 -0.007
H -4.29513 -3.23516 -1.68882 -0.032 0.037 -0.064
H -2.78667 -1.53039 -0.70055 -0.075 -0.198 0.000
C -5.12022 0.65226 0.04336 -0.053 -0.014 -0.168
C -4.38492 0.51898 -1.28694 0.238 -0.100 0.397
P -2.56123 0.90631 -1.24606 -0.661 0.368 -1.114
C -2.05442 0.07286 -2.83704 0.152 -0.092 0.245
C -1.09884 0.86719 -3.72271 0.051 -0.036 0.101
C -2.60401 2.69321 -1.75777 0.247 -0.173 0.288
C -3.54762 3.56859 -0.93786 0.059 -0.104 0.059
H -6.17763 0.43628 -0.10927 -0.034 -0.030 0.061
H -5.04061 1.64716 0.47698 0.047 -0.032 0.003
H -4.72591 -0.06513 0.76105 -0.026 -0.011 0.098
H -4.82672 1.17309 -2.04611 0.126 -0.094 -0.019
H -4.49248 -0.51105 -1.63609 0.038 0.052 -0.125
H -2.95143 -0.17965 -3.40578 -0.065 -0.020 0.093
H -1.58305 -0.86975 -2.54395 -0.111 -0.020 -0.068
H -1.64223 1.60133 -4.31346 0.090 0.094 0.006
H -0.58755 0.19771 -4.41451 0.028 0.025 -0.032
H -0.33972 1.38615 -3.13381 0.018 -0.003 -0.088
H -2.91857 2.72059 -2.80521 0.120 -0.123 0.043
H -1.58046 3.07352 -1.68862 -0.095 -0.058 -0.070
H -4.58602 3.30960 -1.13527 -0.073 0.040 0.028
H -3.40821 4.61306 -1.21125 -0.016 0.046 -0.019
H -3.36299 3.46959 0.13020 -0.062 0.063 -0.025
C 2.45810 2.57821 -2.73667 0.025 -0.006 0.039
C 2.97323 1.29715 -3.31956 -0.050 0.150 -0.036
C 3.79780 1.32420 -4.44046 -0.004 0.043 -0.005
C 4.34398 0.16475 -4.95933 0.051 -0.012 -0.029
C 4.08274 -1.04959 -4.35211 0.066 -0.059 -0.076
C 3.25767 -1.09172 -3.24542 -0.041 -0.170 -0.016
C 2.69583 0.06538 -2.73751 -0.546 -0.075 0.278
Sb 1.53421 -0.09351 -0.90947 1.292 -0.326 -0.231
C 1.71152 -2.24195 -0.64946 0.058 0.584 0.073
C 2.35801 -2.68823 0.49792 0.288 -0.012 -0.006
C 2.49369 -4.03927 0.75625 0.156 0.068 0.041
C 1.93722 -4.95891 -0.11440 0.034 -0.037 -0.051
C 1.27549 -4.51869 -1.24395 -0.004 -0.020 0.039
C 1.16095 -3.16234 -1.53977 0.036 -0.039 0.032
C 0.50365 -2.77309 -2.83072 -0.080 0.032 0.051
C 3.13398 0.80290 0.25119 -0.524 -0.173 -0.171
C 2.78067 2.02407 0.81689 -0.160 0.096 -0.104
C 3.70139 2.78874 1.50820 -0.051 0.101 -0.049
C 4.99109 2.31508 1.66860 -0.013 0.054 -0.022
C 5.35283 1.11883 1.08432 -0.007 -0.069 -0.061
C 4.45405 0.36292 0.33181 0.071 -0.061 0.116
C 4.98973 -0.82868 -0.39837 -0.029 -0.062 -0.068
H 2.52857 3.39251 -3.45512 -0.061 0.035 0.018
H 3.04993 2.84391 -1.85796 -0.046 0.079 0.023
H 1.41678 2.47677 -2.41860 -0.005 0.115 0.029
H 4.01833 2.27183 -4.91090 0.001 0.107 -0.016
H 4.98014 0.20773 -5.82946 0.069 0.035 -0.098
H 4.51743 -1.96159 -4.73074 0.053 -0.089 -0.069
H 3.06834 -2.03835 -2.76545 0.028 -0.141 0.007
H 2.77699 -1.96606 1.18902 0.079 -0.037 -0.023
H 3.03499 -4.36990 1.63041 0.025 -0.040 0.113
H 2.02722 -6.01582 0.08303 0.013 -0.139 -0.003
H 0.84869 -5.23657 -1.92810 -0.063 -0.123 -0.112
H 1.08114 -3.15093 -3.67492 0.001 0.053 -0.064
H 0.43867 -1.68996 -2.93520 -0.091 -0.022 -0.134
H -0.49350 -3.20853 -2.90006 -0.094 0.065 -0.009
H 1.76754 2.38964 0.69131 -0.024 0.031 0.072
H 3.41722 3.75019 1.90750 -0.065 0.094 0.100
H 5.72059 2.88871 2.21862 0.079 0.063 0.080
H 6.36806 0.76378 1.18080 0.141 -0.047 0.003
H 5.72540 -1.35363 0.20861 0.015 -0.075 0.017
H 5.49141 -0.48935 -1.30658 0.005 -0.068 -0.067
H 4.20601 -1.52296 -0.68614 0.127 -0.043 -0.029
C -0.58992 4.52192 1.46736 -0.040 -0.393 -0.079
C -1.23107 3.15721 1.43915 -0.900 1.413 1.587
O -0.73482 2.32104 0.60598 0.457 -2.617 -1.234
C -2.35449 2.87518 2.28471 0.579 -0.031 -0.414
C -2.95483 3.90005 3.05078 0.014 -0.010 0.001
C -4.03858 3.64682 3.85698 0.010 0.001 -0.001
C -4.58122 2.36892 3.93643 -0.106 -0.152 0.042
C -4.01699 1.34432 3.18800 0.022 -0.128 0.245
C -2.92436 1.58660 2.38593 0.413 -0.184 -0.262
H 0.30192 4.51074 0.84483 0.049 0.019 -0.024
H -0.31722 4.81070 2.48103 0.053 0.118 0.099
H -1.27089 5.27577 1.07533 -0.058 0.192 -0.049
H -2.56235 4.89999 2.99100 0.063 0.176 0.043
H -4.46488 4.45074 4.43689 -0.069 0.082 0.058
H -5.41562 2.16294 4.58750 -0.114 0.009 0.030
H -4.41534 0.34262 3.25783 -0.074 -0.090 0.010
H -2.46738 0.73441 1.83552 -0.614 0.434 0.440
I -1.42312 0.60506 5.35266 -0.251 -0.064 0.249
```
Forces are in eV/Å.

No. 2
The following is a quantum chemistry calculation of 2 unconnected molecules or ions with the total composition C30H33N3O4, from the OMol25 dataset.

Values from the calculation:
Lowest unoccupied orbital energy ... -1.359 eV
Energy relative to the best compared isomer or geometry (same formula, charge and spin) ... 60.9 kJ/mol
E ... -1628.04037 Eh

The geometry in XYZ format:
```
70
Properties=species:S:1:pos:R:3:forces:R:3
C 3.95404 -2.22969 -2.53168 0.258 -0.268 -0.463
N 3.24637 -1.77630 -1.36020 0.694 0.216 1.047
C 3.96351 -1.49178 -0.22250 0.620 -0.386 -0.363
O 5.16022 -1.71487 -0.04007 -1.657 0.407 -0.292
C 3.01850 -0.80289 0.75107 -0.047 -0.938 0.417
C 3.42603 0.64599 0.99750 0.500 0.040 -0.099
C 3.57861 1.40014 -0.30281 0.144 0.574 0.029
C 4.78235 1.31910 -1.01150 0.008 -0.092 -0.234
C 4.92894 1.95644 -2.24469 -0.180 -0.039 0.295
C 3.87028 2.70583 -2.76360 -0.003 -0.128 -0.049
C 2.68238 2.83085 -2.04289 0.073 -0.025 0.247
C 2.55260 2.21007 -0.79483 0.007 -0.253 -0.328
N 1.71527 -0.91694 0.08322 -0.514 0.233 -0.287
C 0.68478 -0.17626 0.51453 -1.016 -0.473 -0.873
C -0.48861 0.13451 -0.20788 1.377 0.565 0.048
C -1.70091 0.33272 0.44646 -0.191 -1.600 1.609
C -2.95062 0.11698 -0.28581 -1.648 -0.555 -0.935
C -4.10855 -0.39295 0.37955 0.778 0.339 -0.379
C -5.27919 -0.71830 -0.30993 0.449 0.086 -0.071
C -5.32841 -0.62264 -1.69989 0.202 0.430 0.084
C -4.19557 -0.19010 -2.40042 0.098 0.065 0.518
C -3.03438 0.16833 -1.70828 0.288 0.134 0.239
C 1.80335 -1.63534 -1.23076 -0.019 0.403 -0.543
C 1.03413 -3.02057 -1.37204 0.508 0.682 0.617
C 1.59629 -4.01004 -0.34851 -0.029 -0.224 -0.144
C 1.17323 -3.53518 -2.80670 0.095 -0.212 -0.258
C -0.45401 -2.84771 -1.12253 -0.346 -0.093 0.086
H 4.94865 -1.76169 -2.56973 -0.387 -0.075 0.197
H 4.10167 -3.32120 -2.52742 -0.021 0.330 -0.037
H 3.40221 -1.94422 -3.43088 0.053 -0.060 0.127
H 3.01224 -1.39615 1.68313 0.008 0.340 -0.185
H 2.69508 1.12440 1.65431 0.162 0.009 -0.014
H 4.39783 0.61316 1.50649 -0.261 0.040 0.059
H 5.60064 0.72395 -0.59949 -0.216 0.196 -0.158
H 5.87249 1.86127 -2.78382 -0.292 0.097 0.097
H 3.97600 3.18675 -3.73585 -0.052 -0.072 0.251
H 1.85277 3.42090 -2.43475 0.275 -0.107 0.092
H 1.63789 2.32590 -0.21037 0.166 0.041 -0.207
H 0.75500 0.16020 1.54997 -0.019 -0.157 -0.106
H -0.43279 0.20210 -1.30168 -0.008 -0.351 0.580
H -1.73896 0.02287 1.50667 0.027 0.019 -1.036
H -4.05202 -0.58119 1.44806 -0.121 0.246 -0.147
H -6.15134 -1.04748 0.24547 0.138 -0.037 -0.053
H -6.25640 -0.83391 -2.23243 0.300 -0.069 0.129
H -4.22675 -0.12110 -3.48581 0.080 -0.019 0.224
H -2.14996 0.46303 -2.29840 -0.620 -0.013 0.370
H 1.44519 -0.95056 -2.02469 -0.005 -0.236 0.234
H 1.43572 -3.64270 0.67371 0.087 -0.080 -0.172
H 1.05777 -4.96315 -0.44873 0.171 0.190 0.088
H 2.66557 -4.20979 -0.50059 -0.229 0.076 0.061
H 0.95132 -2.73626 -3.53076 0.111 -0.217 0.121
H 2.15644 -3.96766 -3.02835 -0.297 0.201 0.048
H 0.42993 -4.32984 -2.96982 0.223 0.212 0.063
H -0.89567 -2.11318 -1.80707 -0.012 -0.093 0.208
H -0.93884 -3.81430 -1.31511 0.026 0.227 0.067
H -0.66935 -2.57302 -0.08668 -0.039 0.087 -0.175
O -1.70532 2.08075 1.59880 0.514 1.171 0.508
C -2.32659 2.43261 2.68146 -0.922 0.225 0.510
C -3.28151 1.54792 3.32105 0.661 0.502 -0.951
C -4.23656 1.99544 4.18531 -0.089 0.664 0.697
C -4.19320 3.32566 4.65538 0.483 -0.173 -0.557
N -5.19280 3.76477 5.58347 -1.631 0.309 1.345
O -5.18293 4.92961 6.04412 0.374 -1.763 -1.003
O -6.07617 2.93665 5.92317 1.405 1.272 -0.580
C -3.15678 4.19222 4.22322 -0.803 -0.427 0.663
C -2.22029 3.76095 3.31558 0.061 -0.986 -0.897
H -3.31321 0.52155 2.99041 -0.060 -0.056 -0.059
H -5.03014 1.33084 4.51226 0.174 0.168 0.121
H -3.16340 5.20138 4.64705 0.232 -0.373 -0.248
H -1.43403 4.44311 3.00854 -0.094 -0.146 -0.193
```
Forces are in eV/Å.

No. 3
The following is a quantum chemistry calculation of a molecular structure, C3H7N2OS, from the OMol25 dataset.

Values from the calculation:
Net charge ... +1
Lowest unoccupied orbital energy ... -4.302 eV
Energy relative to the best compared isomer or geometry (same formula, charge and spin) ... 248.6 kJ/mol
E ... -701.13006 Eh

The geometry in XYZ format:
```
14
Properties=species:S:1:pos:R:3:forces:R:3
C -1.40112 -0.03387 -0.53518 1.774 0.616 -0.312
C -0.59674 -1.55246 0.74635 0.612 -3.973 2.252
C 0.20531 -0.00016 -0.64777 -2.296 -0.506 1.211
N -1.70351 -0.96641 0.23878 -2.134 1.595 -0.054
N 0.65574 1.53955 0.41197 2.105 -0.281 0.317
O 0.54782 -1.06153 0.07287 1.195 0.914 -0.421
S 0.95507 0.27019 -2.12400 0.278 0.667 -2.250
H -2.10305 0.68017 -0.93713 0.080 -0.015 -0.443
H -0.44788 -1.43724 1.83688 -0.337 0.458 -0.364
H -0.74111 -2.68644 0.67528 0.885 1.326 -0.497
H 0.08368 1.46217 1.22109 -0.738 0.162 0.984
H 0.70151 2.54153 0.13791 -0.390 -0.918 -0.326
H 1.62939 1.31735 0.75459 -1.170 0.190 -0.516
H 2.21490 -0.07286 -1.85161 0.135 -0.235 0.419
```
Forces are in eV/Å.

No. 4
The following is a quantum chemistry calculation of a single C18H19ClN4O molecule, from the OMol25 dataset.

Values from the calculation:
Lowest unoccupied orbital energy ... -1.310 eV
Energy relative to the best compared isomer or geometry (same formula, charge and spin) ... 487.8 kJ/mol
E ... -1451.60470 Eh
SMILES string ... CN1CCN(C2=c3ccccc3=Nc3ccc(Cl)cc3N2O)CC1

The geometry in XYZ format:
```
43
Properties=species:S:1:pos:R:3:forces:R:3
C 2.78569 -0.75669 3.47646 -0.503 -0.264 -0.043
N 2.62479 -0.84076 2.04354 0.553 -0.884 -1.349
C 2.60012 0.48260 1.39972 0.645 -0.421 0.674
C 2.63169 0.39852 -0.11101 -0.866 -0.144 0.400
N 1.48797 -0.41416 -0.57507 -0.260 -0.960 -0.628
C 0.20476 0.13309 -0.81601 0.982 0.788 -0.981
C -0.38184 0.11120 -2.08215 0.878 -0.348 0.706
C 0.43039 -0.26364 -3.19374 -0.570 -0.561 -3.310
C -0.02108 -0.18236 -4.52975 0.856 -0.218 3.201
C -1.33670 0.21391 -4.76183 -2.293 0.790 1.553
C -2.15843 0.56024 -3.66984 0.864 -0.167 -4.741
C -1.74440 0.56301 -2.34528 -0.067 -0.115 1.913
N -2.71834 0.83320 -1.50847 -0.211 -0.010 0.382
C -2.71164 0.73987 -0.13794 -0.941 -0.200 -0.655
C -3.97871 0.53123 0.47842 0.896 -0.276 1.120
C -4.05570 0.31114 1.86943 -1.898 -0.173 -1.292
C -2.90929 0.32778 2.63263 1.250 0.539 0.268
Cl -3.03793 0.16489 4.39613 0.179 -0.015 -0.925
C -1.66528 0.57765 2.02487 -1.129 -0.530 1.197
C -1.57080 0.77216 0.65677 -0.456 0.069 0.437
N -0.32340 0.99053 0.11921 0.923 0.200 0.883
O 0.15712 2.33764 0.15152 -0.033 0.454 0.124
C 1.55139 -1.79884 -0.02614 0.506 0.307 0.035
C 1.58930 -1.80601 1.53610 0.706 1.494 -0.707
H 3.05757 -1.73164 3.89369 -0.124 0.024 -0.101
H 3.60578 -0.06849 3.74020 -0.468 -0.100 -0.183
H 1.82888 -0.44306 3.93760 0.337 0.149 0.309
H 1.72565 1.03150 1.71903 -0.542 0.429 -0.022
H 3.47217 1.06539 1.74508 -0.167 -0.354 -0.001
H 2.60210 1.41484 -0.51287 -0.219 -0.165 -0.138
H 3.57277 -0.04741 -0.47210 -0.379 -0.152 0.136
H 1.43461 -0.60709 -3.05168 0.308 0.016 0.430
H 0.58524 -0.41552 -5.36989 0.756 -0.219 -0.305
H -1.71311 0.22438 -5.79252 -0.048 0.118 0.575
H -3.15855 0.87529 -3.90417 -0.301 0.019 0.274
H -4.84644 0.46794 -0.16440 -0.016 0.101 0.113
H -5.06415 0.09282 2.32113 1.315 0.330 -0.406
H -0.76948 0.59819 2.61859 0.195 0.074 0.138
H 0.66707 2.51930 -0.65518 -0.463 -0.320 -0.150
H 0.70209 -2.41651 -0.39309 0.489 0.562 0.207
H 2.49220 -2.22272 -0.42836 -0.390 -0.041 0.295
H 0.60639 -1.49685 1.86477 -0.651 0.124 0.341
H 1.74952 -2.82656 1.87661 0.361 0.050 0.225
```
Forces are in eV/Å.

no.,strongest force on any atom (eV/A)
1,2.93
2,2.28
3,4.61
4,4.82